Version a
The following is a quantum chemistry calculation of a cluster of 9 separate species, C33H70N2O11 in total, from the OMol25 dataset.

Geometry as ORCA input:
```
! RIJCOSX wB97M-V def2-TZVPD def2/J DEFGRID3
* xyz 0 1
C 1.896 -4.298 1.154
N 2.942 -3.467 0.421
C 3.127 -2.348 1.448
C 4.132 -4.273 0.406
C 2.416 -2.977 -0.832
C 3.489 -2.106 -1.652
O 2.759 -1.494 -2.771
H 2.179 -4.756 2.118
H 1.649 -5.170 0.492
H 0.905 -3.873 1.357
H 3.672 -2.608 2.273
H 2.404 -1.575 1.750
H 3.772 -1.635 1.039
H 4.304 -4.714 1.334
H 5.040 -3.695 0.122
H 3.819 -4.858 -0.334
H 1.386 -2.334 -0.681
H 2.018 -3.749 -1.618
H 4.214 -2.670 -1.939
H 3.975 -1.321 -1.140
H 1.969 -1.034 -2.416
N 0.935 0.132 -0.378
O 2.050 0.596 -0.004
O 0.622 0.179 -1.557
O 0.174 -0.492 0.478
C -2.370 -0.331 -5.370
C -1.041 -0.658 -4.674
C -0.766 -2.057 -4.855
O -1.540 -2.307 -6.102
C -2.743 -1.580 -6.141
H -2.136 0.683 -5.919
H -3.098 0.081 -4.751
H -1.046 -0.419 -3.530
H -0.189 -0.131 -5.246
H -1.251 -2.511 -4.041
H 0.220 -2.547 -5.007
H -3.532 -2.095 -5.500
H -3.173 -1.487 -7.040
C -4.425 0.008 2.216
C -3.703 -1.024 1.463
C -3.510 -0.350 0.159
O -4.325 0.846 0.123
C -5.325 0.767 1.181
H -3.700 0.562 2.752
H -5.079 -0.378 3.106
H -4.395 -1.814 1.444
H -2.971 -1.485 1.908
H -3.817 -0.966 -0.560
H -2.528 0.043 -0.022
H -6.079 0.323 1.006
H -5.647 1.740 1.419
C -0.566 2.988 -3.801
C -2.095 2.933 -3.676
C -2.365 4.435 -3.383
O -1.221 5.048 -3.955
C 0.014 4.403 -3.706
H -0.369 2.563 -4.864
H -0.142 2.174 -3.314
H -2.343 2.386 -2.876
H -2.528 2.617 -4.676
H -2.740 4.689 -2.294
H -3.228 4.671 -4.019
H 0.209 4.432 -2.581
H 0.744 4.679 -4.487
C 0.624 0.508 5.950
C -0.162 0.774 4.707
C 0.263 -0.319 3.697
O 0.640 -1.371 4.514
C 1.347 -0.752 5.555
H 0.062 0.299 6.813
H 1.137 1.426 6.180
H 0.141 1.799 4.208
H -1.244 0.860 4.900
H 1.022 0.035 3.016
H -0.580 -0.640 3.092
H 2.313 -0.596 5.390
H 1.570 -1.412 6.395
C -0.867 3.606 -0.032
C -2.223 3.652 0.648
C -2.100 3.197 2.132
O -0.736 3.618 2.291
C -0.055 3.096 1.193
H -0.612 4.713 -0.576
H -0.827 2.978 -0.775
H -3.145 3.211 0.336
H -2.491 4.834 0.622
H -2.153 2.167 2.150
H -2.720 3.771 2.663
H -0.147 1.988 1.271
H 0.880 3.489 1.154
C 4.802 3.353 3.730
C 4.439 2.783 2.387
C 3.444 1.574 2.790
O 3.370 1.731 4.214
C 3.630 2.956 4.694
H 5.185 4.426 3.656
H 5.820 2.624 3.826
H 5.157 2.373 1.850
H 3.997 3.647 2.018
H 3.835 0.420 2.802
H 2.494 1.775 2.239
H 4.266 2.898 5.604
H 2.824 3.662 4.606
C -1.983 -2.807 -1.487
C -1.716 -4.096 -2.240
C -0.257 -4.468 -1.990
O -0.081 -3.909 -0.713
C -0.595 -2.539 -0.828
H -2.833 -3.004 -0.687
H -2.399 -2.175 -2.007
H -1.745 -4.141 -3.290
H -2.347 -4.945 -1.695
H 0.422 -4.031 -2.890
H 0.093 -5.610 -2.038
H -0.132 -1.882 -1.643
H -0.675 -1.938 0.138
*
```

The molar mass is 670.926 g mol⁻¹. The highest occupied orbital energy comes out at -9.0 eV.

=====

Version b
The following is a quantum chemistry calculation of a cluster of 9 separate species, C33H70N2O11 in total, from the OMol25 dataset.

Geometry as ORCA input:
```
! RIJCOSX wB97M-V def2-TZVPD def2/J DEFGRID3
* xyz 0 1
C -4.800 -2.584 -0.937
N -3.436 -2.051 -0.932
C -3.551 -0.717 -1.575
C -2.940 -1.893 0.454
C -2.559 -2.933 -1.791
C -1.002 -2.495 -1.931
O -0.525 -3.520 -2.711
H -5.482 -1.974 -0.287
H -4.732 -3.453 -0.464
H -5.401 -2.801 -1.995
H -4.227 0.027 -1.118
H -3.667 -0.673 -2.608
H -2.568 -0.273 -1.587
H -3.522 -1.150 1.049
H -1.938 -1.588 0.514
H -3.186 -2.751 0.973
H -2.993 -3.011 -2.714
H -2.544 -4.034 -1.259
H -0.489 -2.480 -1.024
H -0.768 -1.606 -2.487
H 0.324 -3.385 -2.968
N 0.382 0.249 -0.146
O 0.638 -0.349 0.896
O -0.762 0.751 -0.240
O 0.980 -0.042 -1.205
C 3.988 1.648 -0.360
C 4.710 2.986 -0.331
C 5.751 2.825 -1.371
O 5.127 2.040 -2.327
C 4.139 1.106 -1.810
H 2.817 1.747 -0.348
H 4.134 0.884 0.395
H 5.081 3.223 0.537
H 4.174 3.839 -0.660
H 6.532 2.099 -1.047
H 6.103 3.753 -1.885
H 4.415 0.083 -1.709
H 3.194 1.202 -2.549
C -1.631 -0.147 5.135
C -1.895 -1.643 5.663
C -3.097 -2.122 4.813
O -3.267 -1.225 3.759
C -2.037 -0.344 3.662
H -0.493 -0.036 5.176
H -2.334 0.545 5.435
H -2.185 -1.470 6.748
H -1.090 -2.462 5.705
H -4.023 -2.148 5.269
H -2.761 -3.045 4.518
H -2.175 0.536 3.050
H -1.339 -0.987 3.056
C 1.172 3.864 2.826
C 0.956 2.450 2.363
C 1.873 1.624 3.170
O 2.321 2.394 4.296
C 2.273 3.788 3.813
H 0.071 4.109 3.336
H 1.324 4.684 1.941
H 1.220 2.237 1.187
H -0.092 2.091 2.457
H 2.756 1.375 2.583
H 1.437 0.688 3.451
H 3.257 4.023 3.247
H 2.223 4.464 4.742
C 1.090 5.579 -2.599
C 0.656 4.154 -2.623
C 0.451 3.806 -1.122
O 0.407 5.034 -0.473
C 1.485 5.726 -1.189
H 0.200 6.283 -2.734
H 1.965 5.661 -3.388
H 1.327 3.678 -3.029
H -0.199 4.007 -3.250
H 1.134 3.193 -0.499
H -0.476 3.374 -0.848
H 2.506 5.296 -0.999
H 1.455 6.697 -0.942
C -4.622 3.232 -1.859
C -3.082 3.151 -1.868
C -2.722 2.472 -3.073
O -3.716 1.634 -3.365
C -4.895 2.392 -3.161
H -5.117 4.068 -1.763
H -5.072 2.756 -0.831
H -2.635 2.518 -1.065
H -2.669 4.151 -1.704
H -1.803 1.715 -2.999
H -2.489 3.500 -3.743
H -5.580 1.755 -3.043
H -4.907 2.982 -3.938
C 0.970 -3.981 1.423
C 0.113 -5.135 0.823
C -1.025 -5.338 1.770
O -1.033 -4.158 2.547
C 0.259 -3.763 2.706
H 0.802 -3.237 0.597
H 1.992 -4.276 1.415
H 0.696 -6.048 0.540
H -0.291 -4.585 -0.083
H -0.841 -6.287 2.332
H -1.933 -5.539 1.094
H 0.993 -4.314 3.432
H 0.484 -2.592 2.913
C 3.516 -2.595 -1.555
C 3.678 -4.128 -1.265
C 2.851 -4.788 -2.440
O 2.241 -3.627 -3.119
C 3.031 -2.495 -2.964
H 4.369 -1.873 -1.146
H 2.661 -2.194 -1.108
H 3.240 -4.536 -0.300
H 4.643 -4.286 -1.153
H 2.090 -5.289 -2.042
H 3.523 -5.395 -3.201
H 2.517 -1.703 -3.259
H 3.953 -2.614 -3.670
*
```

The molar mass is 670.926 g mol⁻¹. The highest occupied orbital energy comes out at -8.2 eV.

=====

Energy comparison, zero being the most stable, in eV: version a 2.878; version b 0.000.

=====

Version a
The following is a quantum chemistry calculation of the ion C3H6N3S with charge +1, from the OMol25 dataset.

Geometry as ORCA input:
```
! RIJCOSX wB97M-V def2-TZVPD def2/J DEFGRID3
* xyz 1 1
C 1.352 -0.730 0.267
C 1.857 0.656 0.251
C -1.648 0.612 0.058
N 0.150 -0.822 -0.603
N -0.963 -0.202 -0.441
N -2.775 1.155 0.287
S 1.208 1.858 -0.617
H 2.145 -1.409 -0.155
H 0.973 -0.891 1.366
H 2.877 0.838 0.789
H 0.457 -0.642 -1.575
H -2.662 2.230 0.468
H -3.500 0.863 0.923
*
```

The molar mass is 116.169 g mol⁻¹. As for the SMILES: [NH2+]=C=NNCC=S. The highest occupied orbital energy comes out at -12.9 eV.

=====

Version b
The following is a quantum chemistry calculation of a cluster of 2 separate species, C3H6N3S in total, from the OMol25 dataset.

Geometry as ORCA input:
```
! RIJCOSX wB97M-V def2-TZVPD def2/J DEFGRID3
* xyz 1 1
C 2.988 0.554 1.355
C -1.823 1.069 -0.034
C -0.289 -0.606 -0.561
N 4.030 0.086 1.051
N -0.660 0.651 0.020
N -2.860 1.543 -0.371
S 1.830 1.401 1.927
H -0.511 -0.601 -1.640
H 0.801 -0.609 -0.310
H -0.663 -1.486 -0.079
H 0.176 1.148 0.503
H -3.583 2.206 -0.724
H 4.444 -0.789 0.981
*
```

The molar mass is 116.169 g mol⁻¹. The highest occupied orbital energy comes out at -13.6 eV.

=====

Energy comparison, zero being the most stable, in eV: version a 1.742; version b 0.000.